(1)
{
  "formula": "C30H37N2O",
  "method": "the ωB97M-V functional and the def2-TZVPD basis",
  "symbols": ["C", "C", "C", "C", "C", "C", "C", "C", "C", "C", "C", "C", "C", "C", "C", "H", "H", "H", "H", "H", "H", "H", "H", "H", "H", "H", "H", "H", "H", "H", "C", "N", "C", "C", "C", "C", "C", "N", "C", "C", "C", "C", "C", "C", "C", "C", "C", "O", "H", "H", "H", "H", "H", "H", "H", "H", "H", "H", "H", "H", "H", "H", "H", "H", "H", "H", "H", "H", "H", "H"],
  "positions_angstrom": [[-5.30566, -0.93124, 3.66502], [-3.92859, -0.40738, 3.41253], [-3.75791, 0.94489, 3.09486], [-2.49705, 1.45969, 2.87383], [-1.33452, 0.61586, 2.86343], [-0.08731, 1.15037, 2.41715], [1.16954, 0.51676, 2.57782], [2.29357, 1.33297, 2.88863], [3.52429, 0.76538, 3.15872], [3.66712, -0.62609, 3.20512], [5.00030, -1.23897, 3.47988], [2.55481, -1.43640, 2.94519], [1.37036, -0.88229, 2.50498], [-1.52277, -0.70026, 3.38533], [-2.79901, -1.22081, 3.55171], [-5.30865, -2.02223, 3.74011], [-5.70571, -0.52390, 4.60234], [-5.99616, -0.62786, 2.86860], [-4.64090, 1.59415, 3.05034], [-2.36611, 2.53187, 2.70262], [-0.03740, 2.23712, 2.31164], [2.13614, 2.41005, 2.95729], [4.39039, 1.39303, 3.39659], [4.88878, -2.31396, 3.66238], [5.68199, -1.10498, 2.62894], [5.46965, -0.76468, 4.34881], [2.64246, -2.51744, 3.07949], [0.57572, -1.51714, 2.11978], [-0.66887, -1.30784, 3.66487], [-2.94379, -2.26666, 3.83660], [0.20859, 4.50638, -3.61317], [0.69444, 3.40155, -2.82537], [0.24356, 3.04137, -1.50414], [-1.30737, 2.93512, -1.29727], [-1.94932, 2.04808, -2.35683], [-1.91352, 4.33415, -1.23904], [-1.50138, 2.30346, 0.05866], [0.92981, 1.79253, -1.25712], [2.01845, 1.60485, -2.18960], [2.18181, 0.18539, -2.72621], [2.72088, -0.79267, -1.71506], [4.08475, -0.79237, -1.41621], [4.59469, -1.70562, -0.48777], [3.73970, -2.62647, 0.12665], [2.37227, -2.60182, -0.15693], [1.86235, -1.70289, -1.09219], [1.66957, 2.57906, -3.31233], [2.12624, 2.61117, -4.45141], [0.87951, 4.64769, -4.46538], [-0.80356, 4.31017, -3.99448], [0.18959, 5.42448, -3.01442], [0.59673, 3.80379, -0.78122], [-1.44096, 1.07541, -2.41276], [-2.99677, 1.86060, -2.07540], [-1.95464, 2.50948, -3.35232], [-1.28202, 4.98967, -0.62082], [-2.04137, 4.79084, -2.22490], [-2.90303, 4.28812, -0.76464], [-1.03307, 2.92642, 0.82768], [-2.56206, 2.22163, 0.31518], [-1.06863, 1.30080, 0.12144], [1.14385, 1.57918, -0.28684], [2.98225, 1.92348, -1.74628], [1.21205, -0.16979, -3.10036], [2.88215, 0.26476, -3.57125], [4.73382, -0.06007, -1.91046], [5.65712, -1.69648, -0.25051], [4.13256, -3.34440, 0.84514], [1.69262, -3.27773, 0.35998], [0.79383, -1.67531, -1.32893]],
  "relative_energy_ev": 0.134,
  "homo_lumo_gap_ev": 5.39,
  "charge": 1,
  "e_tot_ev": -36731.8764,
  "homo_ev": -11.00
}


(2)
{
  "formula": "C17H29MnSe3Te",
  "method": "the ωB97M-V functional and the def2-TZVPD basis",
  "symbols": ["Mn", "C", "C", "C", "C", "C", "C", "C", "C", "C", "C", "C", "C", "C", "C", "C", "C", "C", "H", "H", "H", "H", "H", "H", "H", "H", "H", "H", "H", "H", "H", "H", "H", "H", "H", "H", "H", "H", "H", "H", "H", "H", "H", "H", "H", "H", "H", "Se", "Se", "Te", "Se"],
  "positions_angstrom": [[0.13424, -0.95729, -1.30891], [1.04491, -2.77334, -2.13823], [1.81511, -1.67998, -2.65836], [0.89880, -0.86879, -3.41955], [-0.38903, -1.50876, -3.35002], [-0.30040, -2.69782, -2.58287], [-1.34200, -3.78734, -2.47364], [-2.74325, -3.17712, -2.37010], [-1.26289, -4.65169, -3.73940], [-1.09725, -4.66654, -1.24626], [1.12953, 0.28960, -4.38962], [1.89662, -0.27027, -5.60308], [-0.20247, 0.82727, -4.93224], [1.85751, 1.50539, -3.77499], [3.33383, -1.73917, -2.42931], [4.16599, -0.51075, -2.80688], [3.87035, -2.92948, -3.24435], [3.61349, -1.99586, -0.93619], [1.45823, -3.62088, -1.61663], [-1.24665, -1.21093, -3.92653], [-2.97121, -2.55574, -3.23936], [-2.82527, -2.55338, -1.47728], [-3.49708, -3.96794, -2.31225], [-1.40781, -4.04075, -4.63323], [-2.03299, -5.42980, -3.72008], [-0.28771, -5.13844, -3.81506], [-1.01931, -4.06131, -0.34182], [-0.17804, -5.24872, -1.34756], [-1.92782, -5.36691, -1.12109], [1.31261, -1.06462, -6.07487], [2.86393, -0.68816, -5.33088], [2.05225, 0.52220, -6.34245], [-0.72148, 0.09489, -5.55529], [0.00216, 1.70568, -5.55007], [-0.86467, 1.13484, -4.12097], [2.45246, 1.24991, -2.90832], [1.13336, 2.24524, -3.43832], [2.50597, 1.97955, -4.51975], [3.96659, -0.14221, -3.80824], [5.22138, -0.79200, -2.75937], [4.01725, 0.29987, -2.09340], [3.73595, -2.76120, -4.31670], [3.35270, -3.85413, -2.98441], [4.93892, -3.06815, -3.04820], [3.05608, -1.29718, -0.31308], [4.67965, -1.86176, -0.72722], [3.33276, -3.00471, -0.63127], [-0.57322, 1.21164, -1.05691], [-0.39253, 2.15850, 0.99847], [-0.20103, 0.25576, 2.57342], [0.01231, -1.48546, 0.84214]],
  "relative_energy_ev": 1.823,
  "homo_lumo_gap_ev": [5.41, 5.72],
  "spin_multiplicity": 6,
  "charge": -1,
  "e_tot_ev": -252755.0556,
  "s_squared": 8.7744,
  "homo_ev": [-2.71, -3.19]
}


Repeat the second record exactly.
{
  "formula": "C17H29MnSe3Te",
  "method": "the ωB97M-V functional and the def2-TZVPD basis",
  "symbols": ["Mn", "C", "C", "C", "C", "C", "C", "C", "C", "C", "C", "C", "C", "C", "C", "C", "C", "C", "H", "H", "H", "H", "H", "H", "H", "H", "H", "H", "H", "H", "H", "H", "H", "H", "H", "H", "H", "H", "H", "H", "H", "H", "H", "H", "H", "H", "H", "Se", "Se", "Te", "Se"],
  "positions_angstrom": [[0.13424, -0.95729, -1.30891], [1.04491, -2.77334, -2.13823], [1.81511, -1.67998, -2.65836], [0.89880, -0.86879, -3.41955], [-0.38903, -1.50876, -3.35002], [-0.30040, -2.69782, -2.58287], [-1.34200, -3.78734, -2.47364], [-2.74325, -3.17712, -2.37010], [-1.26289, -4.65169, -3.73940], [-1.09725, -4.66654, -1.24626], [1.12953, 0.28960, -4.38962], [1.89662, -0.27027, -5.60308], [-0.20247, 0.82727, -4.93224], [1.85751, 1.50539, -3.77499], [3.33383, -1.73917, -2.42931], [4.16599, -0.51075, -2.80688], [3.87035, -2.92948, -3.24435], [3.61349, -1.99586, -0.93619], [1.45823, -3.62088, -1.61663], [-1.24665, -1.21093, -3.92653], [-2.97121, -2.55574, -3.23936], [-2.82527, -2.55338, -1.47728], [-3.49708, -3.96794, -2.31225], [-1.40781, -4.04075, -4.63323], [-2.03299, -5.42980, -3.72008], [-0.28771, -5.13844, -3.81506], [-1.01931, -4.06131, -0.34182], [-0.17804, -5.24872, -1.34756], [-1.92782, -5.36691, -1.12109], [1.31261, -1.06462, -6.07487], [2.86393, -0.68816, -5.33088], [2.05225, 0.52220, -6.34245], [-0.72148, 0.09489, -5.55529], [0.00216, 1.70568, -5.55007], [-0.86467, 1.13484, -4.12097], [2.45246, 1.24991, -2.90832], [1.13336, 2.24524, -3.43832], [2.50597, 1.97955, -4.51975], [3.96659, -0.14221, -3.80824], [5.22138, -0.79200, -2.75937], [4.01725, 0.29987, -2.09340], [3.73595, -2.76120, -4.31670], [3.35270, -3.85413, -2.98441], [4.93892, -3.06815, -3.04820], [3.05608, -1.29718, -0.31308], [4.67965, -1.86176, -0.72722], [3.33276, -3.00471, -0.63127], [-0.57322, 1.21164, -1.05691], [-0.39253, 2.15850, 0.99847], [-0.20103, 0.25576, 2.57342], [0.01231, -1.48546, 0.84214]],
  "relative_energy_ev": 1.823,
  "homo_lumo_gap_ev": [5.41, 5.72],
  "spin_multiplicity": 6,
  "charge": -1,
  "e_tot_ev": -252755.0556,
  "s_squared": 8.7744,
  "homo_ev": [-2.71, -3.19]
}